{"formula": "C2H3ClO2", "method": "wB97M-V/def2-TZVPD", "orbital_gap_ev": 11.39, "e_tot_ev": -18739.96774, "relative_energy_kcal_mol": 1.9, "mol_weight_g_mol": 94.5, "elements": ["O", "C", "O", "C", "Cl", "H", "H", "H"], "positions_angstrom": [[-0.19, 1.59, 0.03], [-0.40, 0.43, -0.09], [-1.63, -0.15, -0.25], [0.78, -0.51, 0.14], [2.26, 0.38, -0.20], [-2.42, 0.38, -0.22], [0.84, -0.79, 1.15], [0.76, -1.32, -0.56]]}